Density functional theory data (wB97M-V/def2-TZVPD) for a 2-piece molecular cluster, C9H11ClSi overall in a non-equilibrium geometry.

- LUMO level (alpha / beta): -0.40 / 0.17 eV
- Total charge: 0
- Energy relative to the best compared isomer or geometry (same formula, charge and spin): 94.9 kcal per mole
- HOMO (alpha / beta): -8.721 / -6.249 eV

Positions of all 22 atoms, in Å:
C1 -0.447 -2.608 -1.391
C2 -0.082 -2.377 -0.072
C3 -0.911 -1.558 -2.169
C4 -0.204 -1.118 0.473
C5 -1.039 -0.296 -1.629
C6 -0.706 -0.054 -0.288
C7 -0.733 1.418 3.294
C8 -1.120 2.107 2.212
C9 3.280 0.864 -1.179
Si1 -0.918 1.635 0.442
Cl1 -1.661 3.031 -0.834
H1 -0.364 -3.600 -1.807
H2 0.294 -3.194 0.525
H3 -1.182 -1.733 -3.201
H4 0.091 -0.950 1.495
H5 -1.408 0.514 -2.240
H6 -0.879 1.805 4.286
H7 -0.275 0.445 3.230
H8 -1.562 3.084 2.376
H9 3.849 0.768 -0.282
H10 2.724 1.756 -1.361
H11 3.252 0.062 -1.881



Density functional theory data (wB97M-V/def2-TZVPD) for C8H24BCaF6O4 as an isolated structure in a non-equilibrium geometry.

- LUMO level: 0.28 eV
- Total charge: -1
- HOMO: -5.572 eV

Positions of all 44 atoms, in Å:
Ca1 -8.578 -9.257 -7.103
B1 -7.820 -14.098 -5.113
F1 -6.621 -14.023 -4.352
F2 -7.588 -14.833 -6.269
F3 -8.778 -14.622 -4.302
F4 -8.277 -12.807 -5.373
F5 -8.563 -5.868 -7.168
F6 -9.013 -8.508 -10.542
C1 -14.008 -8.787 -3.306
C2 -12.492 -8.567 -3.443
O1 -11.897 -9.259 -4.530
H1 -14.590 -8.558 -4.198
H2 -14.408 -8.218 -2.467
H3 -14.232 -9.836 -3.112
H4 -11.999 -9.008 -2.577
H5 -12.145 -7.536 -3.516
H6 -11.853 -10.184 -4.277
C3 -13.430 -10.824 -8.972
C4 -12.412 -11.792 -9.545
O2 -11.234 -11.882 -8.864
H7 -13.742 -11.070 -7.957
H8 -14.371 -10.710 -9.510
H9 -13.001 -9.831 -8.835
H10 -12.205 -11.618 -10.601
H11 -12.917 -12.758 -9.533
H12 -11.054 -12.824 -8.824
C5 -2.753 -11.091 -8.931
C6 -4.191 -11.211 -9.485
O3 -5.161 -11.343 -8.447
H13 -2.196 -11.039 -9.866
H14 -2.322 -11.949 -8.414
H15 -2.522 -10.159 -8.416
H16 -4.195 -12.081 -10.142
H17 -4.368 -10.310 -10.073
H18 -5.110 -12.250 -8.137
C7 -7.538 -8.947 -1.373
C8 -7.074 -7.965 -2.444
O4 -6.652 -8.732 -3.594
H19 -6.604 -9.463 -1.150
H20 -8.283 -9.672 -1.700
H21 -7.951 -8.448 -0.497
H22 -6.188 -7.364 -2.239
H23 -7.922 -7.363 -2.771
H24 -5.843 -9.229 -3.450



Density functional theory data (wB97M-V/def2-TZVPD) for C62H68GeN6O3PSSbV as an isolated structure.

- LUMO level: -8.47 eV
- Total charge: +3
- Energy relative to the best compared isomer or geometry (same formula, charge and spin): 0.0 kcal per mole
- HOMO: -13.867 eV

Positions of all 144 atoms, in Å:
V1 0.054 -1.165 -0.130
C1 2.633 0.749 3.764
C2 1.195 0.456 3.357
C3 0.454 -0.192 4.515
C4 0.526 1.737 2.897
O1 1.177 -0.520 2.238
Ge1 2.724 -1.077 1.539
O2 1.190 0.008 -0.595
C5 2.154 0.776 -1.465
C6 2.959 1.658 -0.527
C7 2.999 -0.273 -2.159
C8 1.360 1.574 -2.472
O3 1.719 -2.316 0.479
C9 2.453 -3.529 -0.011
C10 2.197 -4.685 0.958
C11 3.959 -3.270 -0.030
C12 1.960 -3.831 -1.410
H1 2.632 1.480 4.572
H2 3.209 1.185 2.943
H3 3.150 -0.141 4.138
H4 0.541 0.434 5.404
H5 0.865 -1.175 4.748
H6 -0.608 -0.296 4.294
H7 0.435 2.421 3.742
H8 -0.473 1.569 2.497
H9 1.103 2.238 2.118
H10 3.781 1.110 -0.060
H11 2.312 2.108 0.227
H12 3.394 2.483 -1.093
H13 3.537 -0.889 -1.443
H14 3.738 0.235 -2.780
H15 2.392 -0.911 -2.803
H16 0.769 2.344 -1.980
H17 0.719 0.913 -3.053
H18 2.072 2.050 -3.150
H19 2.108 -4.322 1.983
H20 3.039 -5.377 0.925
H21 1.309 -5.262 0.713
H22 4.382 -3.200 0.973
H23 4.236 -2.380 -0.592
H24 4.438 -4.123 -0.513
H25 0.872 -3.850 -1.439
H26 2.319 -4.813 -1.720
H27 2.318 -3.094 -2.130
N1 -2.581 3.113 -2.708
C13 -1.953 1.943 -2.666
N2 -1.777 1.211 -1.603
C14 -2.244 1.696 -0.416
N3 -2.109 1.090 0.733
N4 -1.478 -0.121 0.831
C15 -1.785 -0.708 1.940
C16 -1.488 -2.115 2.121
C17 -1.957 -2.852 3.192
C18 -1.877 -4.238 3.115
C19 -1.361 -4.820 1.969
C20 -0.866 -4.002 0.964
N5 -0.897 -2.677 1.058
C21 -3.023 2.932 -0.384
C22 -3.594 3.451 0.786
C23 -4.285 4.639 0.747
C24 -4.410 5.348 -0.456
C25 -3.853 4.862 -1.616
C26 -3.167 3.650 -1.568
H28 -2.627 3.626 -3.577
H29 -1.564 1.590 -3.616
H30 -2.436 -0.186 2.632
H31 -2.407 -2.359 4.044
H32 -2.243 -4.852 3.928
H33 -1.330 -5.894 1.850
H34 -0.456 -4.413 0.054
H35 -3.468 2.908 1.711
H36 -4.728 5.038 1.649
H37 -4.949 6.286 -0.474
H38 -3.936 5.408 -2.549
N6 -0.783 -1.627 -1.448
P1 -2.171 -2.045 -2.306
C27 -2.181 -3.828 -2.403
C28 -1.080 -4.444 -3.008
C29 -1.059 -5.817 -3.168
C30 -2.144 -6.581 -2.749
C31 -3.255 -5.970 -2.186
C32 -3.282 -4.593 -2.015
C33 -3.603 -1.430 -1.446
C34 -3.959 -1.994 -0.216
C35 -5.029 -1.481 0.494
C36 -5.750 -0.407 -0.015
C37 -5.405 0.152 -1.238
C38 -4.331 -0.352 -1.953
C39 -2.008 -1.390 -3.950
C40 -3.093 -1.457 -4.827
C41 -2.927 -1.063 -6.145
C42 -1.685 -0.625 -6.591
C43 -0.601 -0.580 -5.723
C44 -0.759 -0.965 -4.401
H39 -0.253 -3.849 -3.379
H40 -0.210 -6.293 -3.640
H41 -2.131 -7.654 -2.887
H42 -4.111 -6.563 -1.892
H43 -4.166 -4.128 -1.602
H44 -3.408 -2.836 0.182
H45 -5.313 -1.926 1.439
H46 -6.591 -0.012 0.539
H47 -5.973 0.982 -1.636
H48 -4.063 0.094 -2.901
H49 -4.057 -1.823 -4.495
H50 -3.763 -1.110 -6.829
H51 -1.560 -0.330 -7.624
H52 0.367 -0.254 -6.080
H53 0.082 -0.935 -3.719
S1 0.181 3.800 0.048
Sb1 0.456 6.011 -0.385
C45 2.454 6.524 -0.746
C46 3.365 6.507 0.307
C47 4.701 6.792 0.065
C48 5.126 7.086 -1.225
C49 4.218 7.102 -2.274
C50 2.878 6.824 -2.037
C51 -0.242 7.232 1.159
C52 0.468 8.356 1.569
C53 -0.025 9.136 2.607
C54 -1.220 8.797 3.223
C55 -1.929 7.675 2.810
C56 -1.439 6.886 1.780
C57 -0.616 6.525 -2.116
C58 -1.407 7.667 -2.160
C59 -2.096 7.987 -3.325
C60 -1.982 7.176 -4.445
C61 -1.188 6.034 -4.403
C62 -0.513 5.702 -3.236
H54 3.042 6.278 1.317
H55 5.409 6.795 0.883
H56 6.167 7.316 -1.410
H57 4.549 7.346 -3.274
H58 2.171 6.863 -2.857
H59 1.395 8.636 1.081
H60 0.523 10.011 2.930
H61 -1.603 9.409 4.029
H62 -2.862 7.417 3.294
H63 -1.979 5.999 1.471
H64 -1.488 8.314 -1.294
H65 -2.708 8.878 -3.360
H66 -2.499 7.442 -5.358
H67 -1.078 5.421 -5.290
H68 0.102 4.808 -3.198